No. 1
C10H16N2O3Si in the gas phase at a distorted geometry, computed with the ωB97M-V functional and the def2-TZVPD basis.

The molecular weight is 240.335 g mol⁻¹. The value obtained for the HOMO energy is -9.7 eV. The value obtained for the orbital gap is 10.210 eV. The calculated total energy comes out at -1015.47354 hartree. The calculation puts the largest force on an atom at 0.0410 hartree/bohr. Its structure (SMILES) is C[Si]1(C)CCCC2(C1)C(=O)NC(=O)NC2=O. The LUMO energy is 0.5298 eV. Its total charge is 0.

Structure (XYZ):
```
32
Properties=species:S:1:pos:R:3:forces:R:3
C 0.721396 -3.411668 -0.450694 -0.27 0.31 -0.70
Si 0.630614 -1.582744 -0.759950 0.47 1.47 -0.09
C 0.164394 -1.232929 -2.535157 -0.25 -0.54 0.17
C 2.258573 -0.673237 -0.336492 -0.92 -0.97 -0.09
C 2.070905 0.823656 -0.201798 0.27 0.85 -0.04
C 1.116509 1.179633 0.964872 1.01 0.08 0.28
C -0.346073 0.750173 0.774178 -0.99 0.17 -0.34
C -0.607221 -0.747022 0.436945 0.41 -0.09 -0.67
C -1.082109 1.008909 2.087430 1.12 0.31 -0.15
O -0.574440 0.623626 3.114704 -0.81 0.04 0.23
N -2.260861 1.739593 2.068214 1.22 -1.12 0.00
C -2.826212 2.325124 0.961804 -1.24 0.94 0.96
O -3.888126 2.922829 1.108897 1.52 -0.68 -1.29
N -2.066530 2.234144 -0.217073 -1.04 0.46 0.20
C -0.897971 1.536619 -0.405024 1.07 -0.49 0.08
O -0.285300 1.511873 -1.456720 -1.61 0.80 0.21
H -0.157177 -3.719823 0.095288 -0.10 -0.29 0.50
H 1.650133 -3.670659 0.041439 0.01 -0.35 0.15
H 0.629894 -3.885847 -1.434273 0.34 -0.15 0.18
H -0.531652 -1.999587 -2.869269 -0.20 -0.15 -0.10
H 1.024631 -1.296328 -3.206272 -0.05 0.30 0.05
H -0.353936 -0.279594 -2.575376 0.29 0.03 -0.38
H 2.988292 -0.932650 -1.092885 0.33 0.02 -0.22
H 2.579136 -1.145227 0.591288 0.33 0.16 0.30
H 3.057138 1.334127 -0.079092 -0.69 -0.30 0.26
H 1.639555 1.232999 -1.127851 0.51 -0.23 0.41
H 1.492959 0.724191 1.891219 -0.18 -0.13 -0.24
H 1.145906 2.264611 1.194993 -0.12 -0.38 -0.37
H -1.637629 -0.892119 0.104868 -0.12 0.11 -0.06
H -0.520211 -1.314154 1.338232 0.11 -0.36 0.89
H -2.694916 1.815568 2.974985 -0.44 0.30 -0.15
H -2.439670 2.755912 -1.001430 0.02 -0.11 0.02
```
Forces are in eV/Å.

Löwdin population analysis, charges in e, atoms 1 to 8: -0.16, 0.59, -0.16, -0.24, -0.24, -0.11, -0.32, -0.13

=====

No. 2
3 unconnected molecules or ions with the total composition C10H16N2OS at a distorted geometry, computed with the ωB97M-V functional and the def2-TZVPD basis.

The molecular weight is 212.318 g mol⁻¹. The value obtained for the HOMO energy is -8.2 eV. The value obtained for the orbital gap is 8.625 eV. The energy above the lowest of the compared OMol25 structures with the same formula, charge and spin comes out at 66.06 kcal/mol. The calculated total energy comes out at -973.47946 hartree. The calculation puts the largest force on an atom at 0.0719 hartree/bohr. The LUMO energy is 0.4635 eV. Its total charge is 0.

Structure (XYZ):
```
30
Properties=species:S:1:pos:R:3:forces:R:3
C -4.499740 -0.851470 2.170218 -0.15 0.68 -0.39
S -2.911560 -0.011840 1.741238 0.90 -1.63 2.69
O -2.128680 0.253130 3.028038 -1.13 0.29 -1.37
C -2.043840 -1.510910 1.125288 -0.53 2.41 -0.99
H -4.500970 -1.858480 2.587378 0.66 0.15 0.16
H -5.042280 -0.896770 1.225918 -0.09 0.04 -0.11
H -5.041490 -0.166070 2.822018 0.06 -0.05 0.05
H -1.294010 -0.954680 0.562738 0.58 -0.69 -0.09
H -2.750720 -1.887190 0.385798 0.33 -0.99 0.25
H -1.601600 -2.066930 1.951948 -0.57 -0.19 -0.23
N 2.301650 2.350550 2.343958 -1.35 -1.54 0.21
C 2.824400 1.965460 1.114538 -1.02 -0.02 1.60
C 3.773980 2.881790 0.893228 1.70 0.32 -2.15
C 3.828850 3.801890 1.924418 0.85 1.52 0.79
C 2.911230 3.448020 2.873358 -0.54 -0.35 -0.84
H 1.489000 1.927360 2.768928 0.21 -0.07 -0.07
H 2.507780 1.089750 0.567488 -0.10 0.17 0.20
H 4.430710 2.948380 0.038438 -0.09 -0.20 -0.08
H 4.498410 4.648180 1.881018 -0.09 0.01 0.43
H 2.506910 3.863650 3.784498 0.38 0.13 -0.10
N -1.101130 -2.098530 -3.725602 3.13 1.92 0.43
C -0.104050 -2.980170 -3.392172 -1.21 -1.61 -0.63
C 1.122090 -2.388450 -3.366412 -0.05 -1.49 1.02
C 0.984870 -1.016840 -3.578562 -2.84 0.29 -0.35
C -0.412470 -0.861350 -3.811142 -0.19 -0.13 -0.36
H -2.044040 -2.274950 -4.041662 0.36 0.01 0.26
H -0.368210 -4.016960 -3.244932 0.22 -0.03 0.00
H 1.955990 -3.003940 -3.062782 0.36 0.46 -0.13
H 1.772730 -0.285500 -3.474612 -0.37 0.17 -0.29
H -1.063800 -0.047120 -4.092562 0.56 0.44 0.09
```
Forces are in eV/Å.

Löwdin population analysis, charges in e, atoms 1 to 8: -0.27, 0.84, -0.59, -0.25, 0.06, 0.04, 0.04, 0.03

=====

No. 3
A gas-phase ion, C10H16N3O (charge +1) at a distorted geometry, computed with the ωB97M-V functional and the def2-TZVPD basis.

The molecular weight is 194.258 g mol⁻¹. The value obtained for the HOMO energy (alpha / beta) is -10.2 / -11.1 eV. The value obtained for the orbital gap (alpha / beta) is 6.272 / 7.493 eV. The energy above the lowest of the compared OMol25 structures with the same formula, charge and spin comes out at 105.88 kcal/mol. The calculated total energy comes out at -629.72972 hartree. The calculation puts the largest force on an atom at 0.0896 hartree/bohr. The LUMO energy (alpha / beta) is -3.9064 / -3.6455 eV. Its total charge is +1.

Structure (XYZ):
```
30
Properties=species:S:1:pos:R:3:forces:R:3
C 3.634421 -0.814768 -0.565366 -0.41 -0.87 -0.62
C 4.057688 -0.059705 0.460210 0.12 1.21 2.53
C 2.354003 -0.575172 -1.077705 0.68 0.74 0.37
C 3.196398 0.892439 0.974707 0.62 1.28 2.21
C 1.618214 0.512466 -0.537812 -0.84 -1.08 -2.20
C -1.630156 2.356643 -0.406367 0.75 0.75 1.14
C -2.408255 1.360589 0.507828 -1.33 0.80 0.06
C 0.289710 0.976734 -1.032378 -2.94 -0.81 -0.01
C -0.967246 -0.917118 0.404808 0.57 3.45 -0.08
C -1.843890 -3.180193 0.305877 -0.81 0.01 -3.59
N 2.005112 1.228723 0.485436 1.56 -0.03 0.97
N -0.212374 2.135201 -0.468412 3.12 -3.19 0.20
N -2.301953 -0.013181 -0.017707 -2.00 -3.65 1.97
O -0.979497 -2.121221 -0.116376 0.78 0.20 -0.47
H 4.367928 -1.589591 -0.755107 -0.76 -0.46 -1.12
H 4.938522 -0.292335 1.075558 -0.21 0.21 -0.75
H 1.997309 -1.207583 -1.852942 -0.58 -0.16 -0.57
H 3.521543 1.376706 1.938513 -0.57 -0.19 -1.20
H -1.892198 2.442804 -1.470272 -0.95 -0.33 0.46
H -1.697098 3.353897 0.054816 -0.57 -0.27 -0.32
H -2.221747 1.378249 1.584513 1.18 -0.01 -0.25
H -3.468774 1.699504 0.584926 0.44 -0.43 -0.84
H -0.361000 0.527682 -1.881208 1.84 0.67 1.26
H -0.922259 -0.696954 1.493601 -0.10 -0.69 -0.44
H -1.664798 -3.918201 -0.543103 -0.30 0.47 1.44
H -2.871933 -2.773004 0.033875 0.68 -1.11 1.53
H -1.526837 -3.601188 1.238994 -0.61 0.06 0.73
H 0.459307 2.185063 0.352826 -1.13 1.11 -0.26
H -3.129175 -0.729485 0.225263 1.65 2.54 -0.44
H -2.340972 0.063002 -0.996982 0.11 -0.20 -1.71
```
Forces are in eV/Å.

Löwdin population analysis, charges in e, atoms 1 to 8: -0.06, -0.08, 0.02, -0.10, -0.29, -0.16, -0.13, 0.01

=====

Number 3 is which compound?
C10H16N3O

=====

Copy entry 3 word for word.
A gas-phase ion, C10H16N3O (charge +1) at a distorted geometry, computed with the ωB97M-V functional and the def2-TZVPD basis.

The molecular weight is 194.258 g mol⁻¹. The value obtained for the HOMO energy (alpha / beta) is -10.2 / -11.1 eV. The value obtained for the orbital gap (alpha / beta) is 6.272 / 7.493 eV. The energy above the lowest of the compared OMol25 structures with the same formula, charge and spin comes out at 105.88 kcal/mol. The calculated total energy comes out at -629.72972 hartree. The calculation puts the largest force on an atom at 0.0896 hartree/bohr. The LUMO energy (alpha / beta) is -3.9064 / -3.6455 eV. Its total charge is +1.

Structure (XYZ):
```
30
Properties=species:S:1:pos:R:3:forces:R:3
C 3.634421 -0.814768 -0.565366 -0.41 -0.87 -0.62
C 4.057688 -0.059705 0.460210 0.12 1.21 2.53
C 2.354003 -0.575172 -1.077705 0.68 0.74 0.37
C 3.196398 0.892439 0.974707 0.62 1.28 2.21
C 1.618214 0.512466 -0.537812 -0.84 -1.08 -2.20
C -1.630156 2.356643 -0.406367 0.75 0.75 1.14
C -2.408255 1.360589 0.507828 -1.33 0.80 0.06
C 0.289710 0.976734 -1.032378 -2.94 -0.81 -0.01
C -0.967246 -0.917118 0.404808 0.57 3.45 -0.08
C -1.843890 -3.180193 0.305877 -0.81 0.01 -3.59
N 2.005112 1.228723 0.485436 1.56 -0.03 0.97
N -0.212374 2.135201 -0.468412 3.12 -3.19 0.20
N -2.301953 -0.013181 -0.017707 -2.00 -3.65 1.97
O -0.979497 -2.121221 -0.116376 0.78 0.20 -0.47
H 4.367928 -1.589591 -0.755107 -0.76 -0.46 -1.12
H 4.938522 -0.292335 1.075558 -0.21 0.21 -0.75
H 1.997309 -1.207583 -1.852942 -0.58 -0.16 -0.57
H 3.521543 1.376706 1.938513 -0.57 -0.19 -1.20
H -1.892198 2.442804 -1.470272 -0.95 -0.33 0.46
H -1.697098 3.353897 0.054816 -0.57 -0.27 -0.32
H -2.221747 1.378249 1.584513 1.18 -0.01 -0.25
H -3.468774 1.699504 0.584926 0.44 -0.43 -0.84
H -0.361000 0.527682 -1.881208 1.84 0.67 1.26
H -0.922259 -0.696954 1.493601 -0.10 -0.69 -0.44
H -1.664798 -3.918201 -0.543103 -0.30 0.47 1.44
H -2.871933 -2.773004 0.033875 0.68 -1.11 1.53
H -1.526837 -3.601188 1.238994 -0.61 0.06 0.73
H 0.459307 2.185063 0.352826 -1.13 1.11 -0.26
H -3.129175 -0.729485 0.225263 1.65 2.54 -0.44
H -2.340972 0.063002 -0.996982 0.11 -0.20 -1.71
```
Forces are in eV/Å.

Löwdin population analysis, charges in e, atoms 1 to 8: -0.06, -0.08, 0.02, -0.10, -0.29, -0.16, -0.13, 0.01

=====

The highest total charge belongs to which entry?
C10H16N3O

=====

Which formula does entry 2 have?
C10H16N2OS